1.
ORCA calculation (ωB97M-V/def2-TZVPD) on a structure of composition C18H24NO3SSe2W at a distorted geometry.

Results
Strongest force on any atom   1.02 eV Å⁻¹
Frontier orbital gap   6.417 eV
Net charge   +3

Each line ends with the Löwdin charge.
Element x y z (Å)
W (-0.6510, 0.2476, -0.4422)  1.2818
O (-2.7046, 0.4847, -0.8458)  -0.2666
C (-3.8854, -0.3812, -0.6468)  -0.0874
C (-3.4490, -1.8411, -0.6535)  -0.5580
C (-4.7385, -2.6799, -0.8562)  -0.1954
O (-4.3542, -4.0181, -0.6885)  -0.0187
C (-2.8520, -2.2647, 0.6901)  -0.4011
Se (-1.5727, -0.9646, 1.4465)  0.8579
C (-2.5508, -2.1778, -1.8438)  -0.3794
Se (-0.5996, -1.7115, -1.8515)  0.8654
H (-2.9380, 1.3478, -1.2234)  0.1388
H (-4.5540, -0.1640, -1.4790)  0.1624
H (-4.3464, -0.0896, 0.2973)  0.1552
H (-5.1477, -2.4880, -1.8552)  0.1496
H (-5.4842, -2.3683, -0.1143)  0.1522
H (-5.1124, -4.6072, -0.7864)  0.1338
H (-2.3308, -3.2180, 0.6143)  0.0987
H (-3.6290, -2.3568, 1.4476)  0.0978
H (-2.9416, -1.7587, -2.7706)  0.0975
H (-2.5061, -3.2631, -1.9358)  0.0882
C (-0.9728, 2.3967, -2.8256)  -0.0359
O (-0.7077, 1.6853, -1.6025)  -0.4481
H (-0.1592, 3.1020, -2.9815)  0.1096
H (-1.9097, 2.9466, -2.7386)  0.1032
H (-1.0164, 1.6736, -3.6400)  0.1077
N (0.2261, 1.3490, 0.9816)  -0.4755
S (1.4165, 0.8064, 2.0133)  1.1733
C (1.9463, -0.3942, 0.7951)  -0.4070
C (2.4588, -1.6015, 1.2054)  -0.0176
C (2.9133, -2.4978, 0.2322)  0.0505
C (2.8502, -2.1896, -1.1246)  -0.0099
C (2.3200, -0.9803, -1.5295)  -0.1024
C (1.8012, -0.0625, -0.5858)  -0.2786
C (2.6685, 2.0128, 2.1497)  -0.4175
C (3.1289, 2.7942, 1.0860)  -0.0551
C (4.1388, 3.6985, 1.3318)  -0.0181
C (4.6844, 3.8075, 2.6139)  0.0100
C (4.2150, 3.0289, 3.6621)  -0.0130
C (3.1869, 2.1264, 3.4420)  -0.0574
H (-0.1622, 2.2654, 1.2070)  0.0977
H (2.5251, -1.8565, 2.2558)  0.1415
H (3.3360, -3.4441, 0.5467)  0.1471
H (3.2418, -2.8865, -1.8535)  0.1437
H (2.3142, -0.7099, -2.5789)  0.1376
H (1.7863, 0.9824, -0.8944)  0.1080
H (2.6964, 2.7136, 0.0970)  0.1075
H (4.5107, 4.3261, 0.5340)  0.1316
H (5.4801, 4.5188, 2.7916)  0.1365
H (4.6371, 3.1321, 4.6519)  0.1352
H (2.7936, 1.5289, 4.2554)  0.1228



2.
ORCA calculation (ωB97M-V/def2-TZVPD) on a cluster of 2 separate species, C5H9Br2P in total at a distorted geometry.

Results
Strongest force on any atom   6.19 eV Å⁻¹
SMILES string   C=C/C(C)=P/Br.CBr
Frontier orbital gap   8.156 eV
Net charge   0

Each line ends with the Löwdin charge.
Element x y z (Å)
C (0.2780, 0.2609, -2.4163)  -0.0162
C (0.2395, -0.2351, -1.1697)  -0.2913
C (-0.7310, -1.9383, 0.4547)  -0.1764
C (-0.3765, 2.4309, 1.1072)  -0.5933
C (-0.9202, -0.7812, -0.4913)  -0.6806
P (-2.4137, 0.0008, -0.7554)  0.4993
Br (-3.7753, -1.0822, 0.5404)  0.2339
Br (-1.0397, 3.0661, -0.5067)  0.5869
H (1.2118, 0.6392, -2.9567)  0.0918
H (-0.5815, 0.4753, -2.9542)  0.0148
H (1.1930, -0.4053, -0.7010)  0.0926
H (-1.4750, -2.6998, 0.3853)  0.0232
H (0.4317, -2.3751, 0.4354)  0.1429
H (-0.7273, -1.5558, 1.4310)  0.0382
H (0.5668, 1.8511, 0.8801)  0.0360
H (-1.1694, 1.6689, 1.5267)  0.0543
H (-0.1698, 3.1908, 1.7092)  -0.0559



3.
ORCA calculation (ωB97M-V/def2-TZVPD) on a structure of composition C43H33Cl2HfN8O4S3.

Results
Strongest force on any atom   0.36 eV Å⁻¹
Frontier orbital gap   6.670 eV
Net charge   +1

Each line ends with the Löwdin charge.
Element x y z (Å)
Hf (-0.6834, 1.0137, 0.7883)  1.8059
N (0.6531, -6.1356, -6.3179)  0.1636
C (0.3335, -5.4259, -5.4730)  -0.1811
C (-0.0670, -4.5468, -4.4047)  -0.2254
C (-0.5097, -5.0841, -3.1997)  -0.0067
C (-0.8140, -4.2430, -2.1444)  -0.0112
C (-0.6708, -2.8661, -2.2850)  -0.1717
C (-0.2972, -2.3305, -3.5159)  -0.0234
C (0.0142, -3.1670, -4.5716)  -0.0063
C (-0.8670, -1.9392, -1.1402)  -0.0324
C (0.0052, -2.0407, -0.0657)  -0.2487
C (0.7983, -3.1649, 0.2935)  -0.0440
C (1.1761, -2.9782, 1.6057)  -0.0478
C (0.6565, -1.7315, 1.9878)  -0.1358
N (-0.0296, -1.1452, 1.0042)  -0.0592
C (-1.9801, -1.0834, -1.1534)  -0.2457
C (-3.0681, -1.1921, -2.0380)  0.0123
C (-4.1167, -0.4762, -1.4834)  -0.0379
C (-3.6290, 0.0585, -0.2914)  -0.1572
N (-2.3464, -0.2725, -0.0670)  -0.0592
H (-0.6015, -6.1562, -3.0919)  0.1248
H (-1.1570, -4.6495, -1.2025)  0.1287
H (-0.2272, -1.2568, -3.6254)  0.0866
H (0.3339, -2.7582, -5.5205)  0.1256
H (1.0720, -3.9773, -0.3550)  0.0898
H (1.7699, -3.6345, 2.2188)  0.1039
H (0.7936, -1.2458, 2.9426)  0.1072
H (-3.0785, -1.7753, -2.9447)  0.1208
H (-5.1175, -0.3693, -1.8669)  0.1049
H (-4.1686, 0.6814, 0.4053)  0.1067
Cl (2.6823, 5.6082, -3.9783)  0.7000
C (2.0921, 4.3212, -2.9837)  -0.6522
C (2.2079, 2.9999, -3.4291)  -0.0827
C (1.7436, 1.9622, -2.6604)  -0.5556
Cl (1.9619, 0.3312, -3.1905)  0.7734
C (1.1051, 2.1846, -1.4242)  -0.3677
O (0.6546, 1.1773, -0.7264)  -0.2278
C (1.0463, 3.5220, -0.9703)  -0.1264
C (0.5559, 3.8682, 0.3328)  -0.1182
O (0.0388, 3.1164, 1.1697)  -0.0813
C (1.5402, 4.5785, -1.7601)  -0.0423
H (2.6741, 2.7887, -4.3816)  0.1174
H (0.6774, 4.9206, 0.6207)  0.1491
H (1.4800, 5.5952, -1.3930)  0.1218
C (-3.4116, 0.2456, 3.2637)  -0.0614
C (-2.1309, 0.7733, 3.8106)  -0.6024
N (-1.0141, 0.9157, 3.1363)  -0.0219
C (0.0128, 1.3809, 3.9383)  -0.3202
C (-0.3505, 1.6415, 5.2160)  -0.3071
S (-1.9927, 1.2456, 5.4413)  1.1506
C (1.3518, 1.3858, 3.3552)  -0.3378
C (2.5381, 1.5338, 3.9931)  -0.3105
S (3.8131, 1.1910, 2.9146)  1.1425
C (2.6942, 0.8614, 1.6577)  -0.5790
N (1.4496, 1.0281, 2.0256)  -0.0290
C (3.1823, 0.3971, 0.3326)  -0.0765
H (-3.2104, -0.4731, 2.4699)  0.0766
H (-4.0000, 1.0632, 2.8494)  0.0812
H (-3.9879, -0.2412, 4.0485)  0.0869
H (0.2638, 1.9992, 6.0245)  0.0884
H (2.7183, 1.7770, 5.0264)  0.0864
H (4.1473, -0.0969, 0.4343)  0.0766
H (3.3055, 1.2387, -0.3502)  0.0882
H (2.4783, -0.3017, -0.1135)  0.0439
O (-1.6078, 2.6774, -3.0403)  0.1424
C (-2.1968, 2.8384, -2.0069)  -0.3650
N (-1.7881, 2.3828, -0.7426)  0.0591
C (-2.6918, 2.7360, 0.1605)  -0.4539
O (-2.5338, 2.3016, 1.3368)  -0.0809
C (-3.7834, 3.5396, -0.4299)  -0.0902
C (-4.9079, 4.1353, 0.0975)  0.0083
C (-5.7445, 4.8084, -0.7925)  -0.0534
C (-5.4473, 4.8675, -2.1502)  -0.0463
C (-4.3041, 4.2587, -2.6697)  0.0158
C (-3.4843, 3.5971, -1.7857)  -0.0752
H (-5.1328, 4.0894, 1.1547)  0.1213
H (-6.6378, 5.2932, -0.4229)  0.1102
H (-6.1184, 5.3958, -2.8138)  0.1116
H (-4.0687, 4.2969, -3.7248)  0.1269
S (3.6498, -2.7571, -1.3966)  0.5989
C (4.3148, -4.0994, -2.1763)  -0.8707
N (4.9113, -5.0890, -1.4903)  0.0027
C (5.5573, -6.2455, -2.0928)  -0.1713
C (4.8579, -6.5817, -3.3998)  -0.1623
C (4.8130, -5.3389, -4.2729)  -0.1676
N (4.2437, -4.2375, -3.5097)  0.0066
H (4.9885, -4.9266, -0.5009)  0.1169
H (5.4918, -7.0765, -1.3915)  0.1221
H (6.6178, -6.0416, -2.2716)  0.1233
H (3.8413, -6.9224, -3.1952)  0.1215
H (5.3875, -7.3816, -3.9149)  0.1200
H (4.1907, -5.5035, -5.1518)  0.1212
H (5.8196, -5.0811, -4.6167)  0.1231
H (3.8068, -3.4687, -3.9892)  0.1151



4.
ORCA calculation (ωB97M-V/def2-TZVPD) on an isolated molecule of C5H12N2O at a distorted geometry.

Results
Strongest force on any atom   2.07 eV Å⁻¹
SMILES string   NCCCCNC=O
Frontier orbital gap   10.398 eV
Net charge   0

Each line ends with the Löwdin charge.
Element x y z (Å)
C (0.6400, -0.8708, -0.4902)  -0.1874
N (0.4716, -2.2793, -0.1514)  0.0148
C (1.5729, -3.0958, -0.0866)  -0.3763
O (2.6782, -2.8445, -0.4829)  0.0349
C (0.2818, 0.0725, 0.6671)  -0.2017
C (-1.0837, 0.7098, 0.5481)  -0.2361
C (-1.2686, 1.7506, -0.5326)  -0.3055
N (-0.6306, 3.0715, -0.4183)  0.0045
H (-0.0288, -0.6578, -1.3287)  0.1103
H (1.6630, -0.6381, -0.7645)  0.1153
H (-0.2178, -2.4103, 0.5798)  0.1263
H (1.2734, -4.0715, 0.3623)  0.1303
H (0.9912, 0.8883, 0.8530)  0.1089
H (0.4429, -0.4603, 1.6165)  0.1143
H (-1.2924, 1.2522, 1.4948)  0.1135
H (-1.9080, -0.0137, 0.5316)  0.1126
H (-0.9342, 1.3260, -1.4779)  0.0999
H (-2.3475, 1.9336, -0.6408)  0.1065
H (0.2801, 2.9965, -0.8334)  0.0541
H (-0.5836, 3.3411, 0.5538)  0.0607



5.
ORCA calculation (ωB97M-V/def2-TZVPD) on the ion C3H6BrN2S with charge +1 at a distorted geometry.

Results
Strongest force on any atom   3.37 eV Å⁻¹
SMILES string   [NH3+][C@@]1(Br)N=CCS1
Frontier orbital gap   9.373 eV
Net charge   +1

Each line ends with the Löwdin charge.
Element x y z (Å)
C (0.1142, 1.1520, 1.0763)  -0.1460
C (-1.1814, 1.5170, 0.3823)  -0.3987
C (0.0293, -0.7305, -0.0904)  -1.0760
N (0.6951, 0.0190, 0.9334)  0.0230
N (1.0506, -1.3196, -1.0025)  0.0927
S (-1.2864, 0.2794, -0.9074)  0.8970
Br (-0.8495, -2.3866, 0.7827)  0.6470
H (0.6989, 1.8002, 1.6723)  0.1222
H (-2.0462, 1.5121, 1.0019)  0.0779
H (-1.2305, 2.5576, -0.1826)  0.1413
H (0.5605, -1.6529, -1.9154)  0.1941
H (1.6461, -2.1903, -0.5686)  0.2256
H (1.7992, -0.5573, -1.1821)  0.2000



6.
ORCA calculation (ωB97M-V/def2-TZVPD) on a structure of composition C2H6N4O2 at a distorted geometry.

Results
Strongest force on any atom   9.92 eV Å⁻¹
Frontier orbital gap   8.799 eV
Net charge   0

Each line ends with the Löwdin charge.
Element x y z (Å)
N (0.0519, -0.5719, -0.5273)  -0.2073
N (0.0799, 0.7252, -0.0565)  -0.2087
N (0.0136, -1.7624, 0.2008)  0.0883
N (0.3343, 0.9858, 1.3045)  0.0575
C (1.5073, -0.1192, -1.0794)  -0.1987
C (-1.5373, 0.4748, -0.4150)  -0.2222
O (2.1387, 0.8448, -1.4596)  0.0883
O (-2.4391, -0.1364, 0.1110)  0.0354
H (-0.9520, -2.0872, 0.1885)  0.0838
H (0.2477, -1.6058, 1.1786)  0.0819
H (0.9924, 1.7600, 1.3499)  0.0838
H (-0.5110, 1.2903, 1.7826)  0.0800
H (1.8195, -1.1036, -1.4710)  0.1080
H (-1.7458, 1.3056, -1.1070)  0.1299



Looking at energy relative to the best compared isomer or geometry (same formula, charge and spin) for the records above, in order, we have 59.6 164.0 0.0 129.4 139.2 722.6 kJ/mol.